# 1
8
Properties=species:S:1:pos:R:3:forces:R:3:mulliken_charge:R:1 method="wB97M-V/def2-TZVPD" gap_ha=0.218
C -0.226169 -1.284474 0.001310 0.279 0.980 0.089 0.304
O 0.768465 -2.039395 0.354872 0.800 0.234 -0.623 -0.874
Lu 1.517116 0.950238 -0.265365 -0.350 -1.717 -0.343 0.342
F 0.235704 2.319432 0.264365 -0.783 1.199 0.478 -0.514
C -1.131102 -0.482411 -0.238895 0.367 0.759 0.548 0.191
O -2.110857 0.362795 -0.266773 0.405 0.058 -0.161 -1.000
Li -1.489336 1.943611 0.422826 -0.509 -0.574 -0.248 0.912
Li 2.436181 -1.769794 -0.272341 -0.210 -0.940 0.261 0.638

***

# 2
6
Properties=species:S:1:pos:R:3:forces:R:3:mulliken_charge:R:1 method="wB97M-V/def2-TZVPD" e_above_lowest_kj_mol=424.3 gap_ha="0.294 / 0.294"
N -0.910276 -2.018811 0.484184 -1.542 -5.283 2.194 -0.330
C -0.364447 -1.081003 0.213866 0.613 3.221 -1.487 0.350
N -0.382981 0.017004 -0.532102 1.539 1.352 -1.291 -0.230
N -0.551511 1.148309 0.314574 1.463 2.966 0.519 -0.288
C 0.675778 1.371326 0.023608 -1.264 -3.560 -0.379 0.588
F 1.866925 1.131990 -0.404965 -0.809 1.302 0.443 -0.089

***

# 3
14
Properties=species:S:1:pos:R:3:forces:R:3:mulliken_charge:R:1 method="wB97M-V/def2-TZVPD" e_above_lowest_kj_mol=52.4 gap_ha=0.361
C -0.999843 0.277472 1.306188 1.306 -0.685 0.240 -0.912
N -0.416483 0.403612 -0.023967 -0.311 0.445 -0.276 -0.364
C 0.713232 1.366694 -0.136843 -1.155 -1.265 0.174 -0.829
H -0.184219 -0.092916 1.944795 -0.289 0.150 0.165 0.293
H -1.390735 1.191485 1.763244 -0.170 0.071 -0.139 0.302
H -1.734125 -0.528064 1.282173 -0.232 0.266 0.052 0.320
H -1.184008 0.692807 -0.618916 0.266 0.060 -0.386 0.195
H 0.285331 2.360710 -0.111254 0.627 0.607 0.261 0.333
H 1.252882 1.185923 -1.067142 -0.121 0.143 -0.048 0.279
H 1.387813 1.105362 0.680531 0.033 0.580 0.033 0.318
N 0.744304 -1.967062 -1.475440 0.968 0.142 0.677 -0.789
H 0.020834 -2.606059 -1.760625 -0.477 0.299 -0.124 0.206
H 1.095323 -2.351490 -0.596515 0.084 -0.033 -0.316 0.215
H 0.409693 -1.038474 -1.186229 -0.528 -0.782 -0.313 0.434

***

# 4
14
Properties=species:S:1:pos:R:3:forces:R:3:mulliken_charge:R:1 method="wB97M-V/def2-TZVPD" e_above_lowest_kj_mol=28.6 gap_ha=0.371
C -1.665995 1.054240 0.247759 -0.460 -0.299 0.021 -1.097
C -1.159594 -0.183579 -0.490489 0.178 0.407 -0.028 -0.175
N -0.420247 -1.117514 0.333594 -0.300 -0.381 0.633 -0.545
H -2.317039 0.765411 1.078077 0.114 -0.103 0.079 0.317
H -2.323296 1.602566 -0.433978 0.288 0.276 0.087 0.315
H -0.873372 1.685158 0.655294 -0.008 0.010 -0.228 0.310
H -0.511242 0.153541 -1.303584 -0.155 -0.147 -0.152 0.228
H -2.041413 -0.679225 -0.919440 0.247 0.011 -0.103 0.232
H 0.555333 -1.259525 0.160824 -0.033 0.040 -0.390 0.202
H -0.547713 -0.965783 1.321561 -0.093 -0.009 0.074 0.226
N 2.912698 -0.410381 0.010171 1.101 1.034 0.769 -0.674
H 1.953269 -0.281943 0.275175 -0.210 -0.198 -0.486 0.196
H 3.310436 0.519478 -0.093080 -0.027 -0.141 0.194 0.224
H 3.128171 -0.882449 -0.841878 -0.644 -0.498 -0.470 0.242

***

# 5
14
Properties=species:S:1:pos:R:3:forces:R:3:mulliken_charge:R:1 method="wB97M-V/def2-TZVPD" e_above_lowest_kj_mol=103.4 total_charge=+1 spin_multiplicity=2 gap_ha="0.294 / 0.106" s2=0.754
N 0.782995 2.612896 5.807417 4.335 1.947 -0.659 -0.648
H 0.360815 2.012314 5.170448 -0.537 -1.209 -1.697 0.195
H 1.895200 2.565460 5.701457 -3.392 0.019 0.042 0.238
H 0.611261 2.204245 6.667427 -0.404 -0.760 2.317 0.216
C 0.409191 -1.553699 -2.010931 3.379 -3.486 -2.881 -1.187
C -0.208085 -0.341373 -2.426505 -1.815 2.247 -0.214 -0.060
N -1.626884 -0.553144 -2.625162 0.772 -0.439 -0.655 -0.097
H 0.601212 -2.240668 -2.981300 -0.437 1.358 2.414 0.297
H 1.327614 -1.526005 -1.438796 0.610 0.914 -0.452 0.329
H -0.124241 -2.072881 -1.327824 -2.388 -2.001 1.938 0.431
H -0.100909 0.473588 -1.722657 -0.180 0.410 0.865 0.287
H 0.202083 0.071400 -3.294222 0.459 0.568 -1.613 0.346
H -2.098201 -1.149925 -1.948506 -0.306 0.138 0.084 0.317
H -2.032054 -0.502202 -3.570851 -0.095 0.295 0.511 0.338

***

# 6
15
Properties=species:S:1:pos:R:3:forces:R:3:mulliken_charge:R:1 method="wB97M-V/def2-TZVPD" e_above_lowest_kj_mol=48.7 gap_ha=0.377
N 2.077178 -0.367892 1.016647 -0.127 0.281 -0.308 -0.596
C 0.998694 0.111987 0.129603 0.286 0.140 0.791 -0.407
C 0.296185 -1.029378 -0.554952 0.460 0.259 -0.633 -0.391
N -0.721899 -0.556794 -1.503402 -0.270 -0.569 0.133 -0.546
H 1.837471 -0.577775 1.973549 -0.448 -0.019 0.005 0.211
H 2.763726 0.367790 1.046244 0.309 -0.051 0.227 0.236
H 1.538970 0.778160 -0.541840 -0.382 -0.105 -0.579 0.360
H 0.212633 0.724278 0.600894 0.255 0.041 0.289 0.200
H 1.046156 -1.612238 -1.089461 0.110 -0.166 0.122 0.276
H -0.130064 -1.672257 0.216005 -0.213 -0.048 -0.038 0.195
H -0.598703 -1.065987 -2.363291 -0.278 -0.119 -0.186 0.243
H -0.636782 0.410049 -1.762753 0.287 0.396 0.206 0.221
O -2.963099 1.810712 1.153723 -0.990 -0.227 0.503 -0.666
H -3.522673 1.018396 1.064188 0.493 0.480 -0.052 0.326
H -2.197800 1.660951 0.614845 0.508 -0.293 -0.482 0.340

***

# 7
15
Properties=species:S:1:pos:R:3:forces:R:3:mulliken_charge:R:1 method="wB97M-V/def2-TZVPD" e_above_lowest_kj_mol=20.7 gap_ha=0.382
N -2.049059 0.900225 -1.142147 -0.158 0.593 -0.370 -0.567
C -1.036305 -0.027856 -0.684455 0.315 -0.620 0.598 -0.358
C -0.654440 0.215368 0.769013 -0.139 -0.215 0.045 -0.588
N 0.338451 -0.786370 1.206923 -0.244 0.577 -0.557 -0.555
H -1.891888 1.148760 -2.113115 -0.146 -0.274 -0.016 0.246
H -1.980121 1.795134 -0.665795 0.057 -0.187 0.203 0.232
H -0.131959 -0.054018 -1.287509 0.233 0.281 -0.157 0.263
H -1.409921 -1.060968 -0.705247 -0.199 0.116 -0.218 0.186
H -0.251432 1.217992 0.911791 0.107 0.029 -0.080 0.409
H -1.566899 0.129269 1.370228 -0.031 0.268 0.006 0.320
H 0.808492 -0.447390 2.030647 0.075 -0.094 0.249 0.223
H -0.177185 -1.612580 1.448910 0.096 -0.491 0.223 0.213
O 2.882781 -0.264799 -0.296000 0.264 0.047 -0.096 -0.686
H 1.985088 -0.605561 -0.169360 0.031 -0.062 0.374 0.358
H 3.400016 -0.606124 0.444860 -0.259 0.030 -0.205 0.305

***

# 8
15
Properties=species:S:1:pos:R:3:forces:R:3:mulliken_charge:R:1 method="wB97M-V/def2-TZVPD" e_above_lowest_kj_mol=61.0 gap_ha=0.348
N 0.982622 -1.420534 0.104660 -1.079 -0.068 0.581 -0.570
C 0.372732 -0.336109 0.894891 1.584 -0.845 -0.484 -0.388
C 0.379325 1.073126 0.247251 0.252 -0.145 0.372 -0.411
N 1.252508 1.314555 -0.890806 -0.187 0.084 -0.135 -0.610
H 1.904260 -1.228319 -0.232386 0.152 0.130 -0.386 0.191
H 0.342618 -1.762181 -0.598923 0.374 0.056 -0.232 0.204
H 0.990969 -0.298412 1.794360 -0.337 0.102 0.271 0.308
H -0.621670 -0.698396 1.125249 -0.180 0.332 0.253 0.317
H -0.648670 1.280324 -0.052277 0.091 0.421 -0.105 0.176
H 0.697232 1.775035 1.018732 -0.426 0.172 0.075 0.331
H 2.240888 1.095559 -0.760968 -0.540 -0.056 0.147 0.208
H 0.891195 0.809383 -1.681806 0.317 -0.180 -0.319 0.246
O -2.709982 -0.800707 -0.381390 0.023 -0.722 0.246 -0.646
H -2.581394 0.063603 -0.785466 -0.652 0.007 0.424 0.324
H -3.492627 -0.866923 0.198881 0.611 0.712 -0.707 0.319

***

# 9
15
Properties=species:S:1:pos:R:3:forces:R:3:mulliken_charge:R:1 method="wB97M-V/def2-TZVPD" e_above_lowest_kj_mol=78.4 gap_ha=0.344
C -0.163521 1.515448 -0.124814 -0.878 0.596 -0.420 -0.856
N -0.969376 0.488870 0.522665 -0.130 0.123 0.437 -0.292
C -0.351065 -0.767763 0.934665 -0.926 0.138 -0.177 -0.501
N -0.973748 -1.956233 0.363105 0.462 -0.185 -0.221 -0.605
H 0.899946 1.318944 -0.048810 0.083 -0.049 -0.238 0.357
H -0.525458 1.636672 -1.151630 0.671 -0.468 -0.413 0.246
H -0.336869 2.551049 0.194113 -0.031 -0.326 0.888 0.297
H -1.591112 0.834159 1.236271 0.088 0.183 -0.086 0.224
H -0.471782 -0.893231 2.013297 0.480 0.055 0.046 0.297
H 0.695616 -0.734107 0.644681 0.180 -0.143 0.195 0.380
H -1.875623 -2.146295 0.767231 -0.177 0.112 0.210 0.220
H -1.133656 -1.833627 -0.627333 0.053 0.055 -0.119 0.223
O 2.433466 -0.068978 -1.260053 1.456 0.499 0.393 -0.630
H 2.767910 0.490352 -1.977120 -0.499 -0.390 0.156 0.310
H 1.595271 -0.435258 -1.486268 -0.830 -0.199 -0.651 0.329

***

# 10
15
Properties=species:S:1:pos:R:3:forces:R:3:mulliken_charge:R:1 method="wB97M-V/def2-TZVPD" e_above_lowest_kj_mol=186.7 gap_ha=0.375
N -2.026264 0.927390 0.258987 -1.960 1.749 1.902 -0.583
C -1.641691 -0.219064 0.992392 -1.902 -2.905 -0.587 -0.627
N -2.767596 -1.175578 1.535490 -0.085 2.389 -0.848 -0.632
H -2.566473 0.634959 -0.538625 -0.192 0.086 -0.355 0.263
H -2.732562 1.458930 0.920109 1.764 -1.039 -1.995 0.261
H -0.898187 -0.808170 0.521698 0.351 -0.736 -1.397 0.368
H -1.123410 0.001724 1.844908 0.947 1.256 2.517 0.459
H -3.218916 -0.398538 2.089698 -0.379 -1.755 -0.460 0.252
H -3.469787 -1.492996 0.788715 1.465 0.953 1.220 0.237
C 3.049411 0.042706 -1.443235 1.251 -3.123 -0.224 -0.366
O 4.365633 0.219661 -0.894399 0.687 1.582 0.181 -0.527
H 3.263397 -0.666470 -2.296275 -1.050 1.069 0.247 0.205
H 2.300996 -0.515931 -0.794370 1.417 0.786 -0.116 0.126
H 2.643689 0.970188 -1.671265 -0.971 1.518 -0.922 0.249
H 4.821760 1.021188 -1.313830 -1.340 -1.829 0.838 0.314

***

# 11
15
Properties=species:S:1:pos:R:3:forces:R:3:mulliken_charge:R:1 method="wB97M-V/def2-TZVPD" e_above_lowest_kj_mol=138.9 gap_ha=0.358
C -1.552856 -1.059670 0.148949 1.233 1.023 1.562 -0.727
N -0.406737 -0.902447 -0.755617 0.085 0.781 1.837 -0.285
C 0.889802 -0.485525 -0.141464 -1.877 2.089 -1.041 -0.134
N 1.552774 0.271477 -1.218182 0.192 1.010 -1.959 -0.641
H -1.621739 -2.084797 0.560868 -0.452 0.536 -0.111 0.269
H -1.382997 -0.322216 1.021825 -0.140 -1.326 -1.044 0.206
H -2.465298 -0.653767 -0.272843 -0.262 -0.584 -0.427 0.294
H -0.256417 -1.677065 -1.353787 -0.027 -0.813 -0.550 0.169
H 1.595767 -1.228935 0.192441 0.016 -0.624 0.210 0.262
H 0.590145 0.171135 0.811430 0.893 -1.244 -2.094 0.038
H 2.240675 -0.228560 -1.813281 -0.518 0.025 1.268 0.228
H 0.900678 0.678178 -1.982136 0.870 -0.966 2.395 0.278
O -0.306982 2.498025 1.782939 -4.055 -3.147 -0.453 -0.641
H 0.321878 3.098937 1.975382 3.525 2.806 0.483 0.287
H -0.098692 1.925232 1.043475 0.516 0.434 -0.077 0.397

***

# 12
16
Properties=species:S:1:pos:R:3:forces:R:3:mulliken_charge:R:1 method="wB97M-V/def2-TZVPD" e_above_lowest_kj_mol=373.8 total_charge=-1 spin_multiplicity=2 gap_ha="0.300 / 0.152" s2=0.763
C -0.124310 -1.403586 -0.906303 -1.787 0.587 -2.482 -0.475
N -0.429575 -0.713157 -2.188876 1.988 -0.645 0.213 -0.815
C 0.231126 1.685420 1.242280 -4.033 -1.526 0.433 -0.155
N -0.605976 0.860309 1.842968 0.809 3.240 -2.619 -0.689
H -0.627841 -2.361810 -0.832907 -0.618 0.189 0.469 0.331
H -0.298115 -0.668099 -0.175005 -1.164 0.494 1.663 0.027
H 0.868909 -1.601175 -0.662281 2.214 -0.289 -0.658 0.339
H 0.106819 0.216975 -2.099198 0.066 -0.320 -0.035 0.537
H -0.324665 2.400860 0.527493 1.510 -0.250 1.479 0.237
H 1.298969 1.593269 1.269753 0.501 -0.131 -0.435 0.278
H 1.226402 1.950680 -1.951805 0.692 0.603 -0.645 0.127
H -1.367321 -0.377472 -2.189731 -1.031 -0.236 0.250 0.237
O 0.663775 1.470080 -1.366664 -0.581 -0.152 0.683 -0.934
H -0.267189 -0.089721 1.916445 1.103 -1.194 1.112 0.388
H -0.356048 -2.039898 2.367813 -0.984 -0.439 1.332 0.230
O 0.129730 -1.688164 1.646030 1.315 0.069 -0.760 -0.663

***

| no. | strongest force on any atom (eV/A) |
| --- | --- |
| 1 | 1.79 |
| 2 | 5.92 |
| 3 | 1.72 |
| 4 | 1.69 |
| 5 | 5.65 |
| 6 | 1.13 |
| 7 | 0.92 |
| 8 | 1.86 |
| 9 | 1.59 |
| 10 | 3.52 |
| 11 | 5.15 |
| 12 | 4.33 |